1.
Entry from the Open Molecules 2025 dataset: a single C4H8O2 molecule (ωB97M-V/def2-TZVPD).

Each line ends with the Löwdin charge.
Geometry (Å):
C (1.436, -0.098, -0.989)  -0.107
O (0.147, -0.554, -1.298)  -0.116
C (-0.799, -0.669, -0.281)  -0.265
C (-0.472, -0.486, 1.183)  -0.042
C (-1.242, 0.571, 0.439)  -0.306
O (-0.668, 1.798, 0.105)  -0.011
H (1.893, -0.652, -0.153)  0.094
H (1.498, 0.991, -0.740)  0.084
H (2.007, -0.230, -1.909)  0.096
H (-1.539, -1.426, -0.540)  0.150
H (0.544, -0.235, 1.476)  0.102
H (-1.010, -1.094, 1.904)  0.104
H (-2.296, 0.698, 0.672)  0.144
H (0.291, 1.788, 0.264)  0.073

Computed properties:
* SMILES string: CO[C@H]1C[C@H]1O
* ΔE to the lowest compared entry with this formula, charge and spin: 269.08 kJ/mol
* HOMO level: -0.32790 Ha


2.
Entry from the Open Molecules 2025 dataset: 2 unconnected molecules or ions with the total composition CH7N2 at a distorted geometry (ωB97M-V/def2-TZVPD).

Each line ends with the Löwdin charge.
Geometry (Å):
C (1.825, -0.266, -0.139)  -0.173
N (-1.736, -0.059, 0.043)  0.247
N (0.892, 0.414, 0.321)  -0.022
H (2.909, 0.008, -0.116)  0.132
H (1.633, -1.109, -0.855)  0.107
H (-2.374, 0.435, 0.657)  0.137
H (-1.940, -1.065, 0.052)  0.144
H (-1.792, 0.302, -1.038)  0.231
H (-0.656, 0.140, 0.206)  0.068
H (1.239, 1.200, 0.868)  0.129

Computed properties:
* charge: +1
* multiplicity: 3
* ΔE to the lowest compared entry with this formula, charge and spin: 0.32 kJ/mol
* HOMO level (alpha / beta): -0.37799 / -0.59956 Ha


3.
Entry from the Open Molecules 2025 dataset: 3 unconnected molecules or ions with the total composition C2H10NO3 at a distorted geometry (ωB97M-V/def2-TZVPD).

Each line ends with the Löwdin charge.
Geometry (Å):
C (0.270, 0.366, 0.477)  -0.497
O (1.316, -0.238, 1.180)  -0.363
C (0.382, 1.804, -0.039)  -0.350
N (1.518, 2.007, -0.919)  -0.030
H (0.110, -0.126, -0.552)  0.084
H (-0.662, 0.253, 1.106)  0.102
H (-0.523, 2.247, -0.536)  0.100
H (0.326, 2.439, 0.862)  0.084
H (2.283, 1.501, -0.487)  0.051
H (1.236, 1.776, -1.867)  0.047
H (0.613, -2.086, -0.324)  0.017
H (0.578, -1.778, 0.927)  0.024
O (0.100, -2.522, 0.386)  -0.172
H (-1.798, -1.931, 0.185)  -0.009
H (-2.985, -1.608, -0.599)  0.017
O (-2.765, -2.103, 0.200)  -0.104

Computed properties:
* charge: -1
* ΔE to the lowest compared entry with this formula, charge and spin: 128.33 kJ/mol
* HOMO level: -0.12908 Ha


4.
Entry from the Open Molecules 2025 dataset: 4 unconnected molecules or ions with the total composition C33H79N5O9P2S at a distorted geometry (ωB97M-V/def2-TZVPD).

Each line ends with the Löwdin charge.
Geometry (Å):
C (-2.625, -4.807, -0.661)  -0.098
C (-1.667, -4.174, -1.684)  -0.243
C (-0.386, -3.756, -0.986)  -0.222
C (0.780, -3.448, -1.932)  -0.187
C (1.597, -2.196, -1.599)  -0.184
C (1.949, -2.011, -0.123)  -0.184
C (3.358, -2.507, 0.274)  -0.139
C (3.311, -3.167, 1.644)  -0.309
N (4.615, -3.458, 2.287)  -0.049
C (5.823, -3.243, 1.491)  -0.124
C (2.485, -4.460, 1.627)  -0.310
C (3.253, -5.604, 0.956)  -0.075
C (2.496, -6.226, -0.186)  -0.183
O (1.375, -6.935, 0.335)  -0.056
C (0.507, -7.474, -0.570)  -0.476
C (1.082, -8.060, -1.828)  0.021
O (-0.696, -7.514, -0.300)  0.076
O (2.235, -4.830, 2.985)  -0.167
C (0.902, -4.707, 3.458)  -0.596
P (0.242, -2.960, 3.434)  0.743
N (-0.960, -2.703, 4.404)  -0.281
P (-0.297, -5.921, 2.717)  0.357
S (-1.965, -6.097, 3.710)  0.106
H (-2.603, -4.214, 0.251)  0.071
H (-3.648, -4.826, -1.011)  0.069
H (-2.273, -5.796, -0.388)  0.045
H (-1.480, -4.907, -2.461)  0.107
H (-2.164, -3.298, -2.086)  0.105
H (-0.091, -4.574, -0.327)  0.066
H (-0.597, -2.882, -0.377)  0.107
H (0.364, -3.294, -2.926)  0.093
H (1.448, -4.296, -2.042)  0.081
H (2.505, -2.236, -2.195)  0.106
H (1.061, -1.316, -1.941)  0.108
H (1.905, -0.949, 0.092)  0.114
H (1.221, -2.472, 0.532)  0.044
H (4.000, -1.637, 0.307)  0.113
H (3.742, -3.198, -0.471)  0.110
H (2.786, -2.476, 2.298)  0.104
H (4.676, -2.882, 3.107)  0.105
H (6.659, -3.651, 2.051)  0.078
H (6.044, -2.188, 1.335)  0.074
H (5.791, -3.778, 0.554)  0.067
H (1.554, -4.330, 1.075)  0.105
H (3.425, -6.366, 1.706)  0.137
H (4.213, -5.290, 0.569)  0.107
H (2.187, -5.468, -0.902)  0.098
H (3.156, -6.910, -0.718)  0.127
H (1.894, -8.736, -1.582)  0.095
H (1.481, -7.285, -2.471)  0.087
H (0.303, -8.594, -2.345)  0.091
H (0.931, -4.951, 4.514)  0.092
H (-0.147, -2.684, 2.105)  0.005
H (1.345, -2.164, 3.796)  0.021
H (-0.704, -2.011, 5.093)  -0.078
H (0.392, -7.134, 2.631)  -0.005
H (-0.546, -5.539, 1.392)  -0.050
C (0.105, 2.387, -6.848)  -0.116
O (-0.346, 1.443, -7.800)  -0.195
C (0.690, 0.850, -8.573)  -0.218
C (0.833, -0.620, -8.248)  -0.217
N (1.371, -0.814, -6.908)  -0.050
C (1.349, -2.196, -6.441)  -0.201
C (-0.007, -2.866, -6.246)  -0.227
O (-0.777, -2.315, -5.197)  -0.195
C (-1.581, -1.202, -5.545)  -0.093
H (-0.775, 2.860, -6.418)  0.088
H (0.676, 1.915, -6.041)  0.080
H (0.723, 3.158, -7.317)  0.088
H (1.637, 1.375, -8.427)  0.122
H (0.407, 0.949, -9.625)  0.122
H (1.512, -1.080, -8.972)  0.124
H (-0.156, -1.083, -8.373)  0.108
H (0.843, -0.245, -6.260)  0.070
H (1.867, -2.219, -5.478)  0.113
H (1.941, -2.804, -7.132)  0.118
H (0.185, -3.904, -5.959)  0.120
H (-0.593, -2.904, -7.172)  0.112
H (-1.924, -1.257, -6.581)  0.090
H (-1.055, -0.256, -5.387)  0.074
H (-2.451, -1.208, -4.889)  0.088
C (-1.307, 4.538, 3.764)  -0.105
O (-0.928, 4.504, 5.129)  -0.192
C (-2.011, 4.301, 6.028)  -0.218
C (-1.911, 2.951, 6.702)  -0.218
N (-2.158, 1.872, 5.755)  -0.048
C (-1.882, 0.534, 6.270)  -0.196
C (-0.444, 0.198, 6.648)  -0.227
O (0.448, 0.153, 5.545)  -0.210
C (1.024, 1.391, 5.173)  -0.097
H (-0.431, 4.829, 3.189)  0.082
H (-1.640, 3.555, 3.411)  0.086
H (-2.097, 5.270, 3.589)  0.076
H (-2.971, 4.408, 5.515)  0.123
H (-1.949, 5.080, 6.793)  0.121
H (-2.654, 2.896, 7.502)  0.124
H (-0.915, 2.885, 7.163)  0.106
H (-1.590, 2.025, 4.933)  0.070
H (-2.199, -0.180, 5.506)  0.112
H (-2.517, 0.361, 7.144)  0.121
H (-0.448, -0.811, 7.068)  0.119
H (-0.046, 0.858, 7.428)  0.111
H (1.163, 2.049, 6.033)  0.089
H (0.427, 1.905, 4.415)  0.074
H (2.001, 1.181, 4.734)  0.085
C (-0.701, 7.615, 2.306)  -0.121
O (-1.849, 7.068, 1.687)  -0.211
C (-3.062, 7.742, 2.004)  -0.219
C (-3.625, 8.442, 0.788)  -0.216
N (-2.796, 9.575, 0.401)  -0.050
C (-3.156, 10.181, -0.878)  -0.201
C (-3.003, 9.336, -2.138)  -0.230
O (-1.664, 9.020, -2.465)  -0.178
C (-1.141, 7.859, -1.849)  -0.102
H (0.134, 6.948, 2.100)  0.084
H (-0.457, 8.606, 1.907)  0.082
H (-0.829, 7.688, 3.390)  0.091
H (-2.914, 8.447, 2.826)  0.125
H (-3.779, 6.984, 2.334)  0.120
H (-4.631, 8.803, 1.021)  0.124
H (-3.713, 7.694, -0.013)  0.108
H (-1.832, 9.273, 0.355)  0.071
H (-2.533, 11.069, -1.001)  0.119
H (-4.192, 10.528, -0.817)  0.118
H (-3.380, 9.931, -2.974)  0.121
H (-3.612, 8.424, -2.106)  0.111
H (-1.914, 7.105, -1.680)  0.088
H (-0.648, 8.089, -0.899)  0.072
H (-0.388, 7.442, -2.518)  0.087

Computed properties:
* SMILES string: CCCCCCC[C@H](NC)[C@@H](CCOC(C)=O)O[C@@H]([PH2]=N)[PH2]=S.COCCNCCOC.COCCNCCOC.COCCNCCOC
* HOMO level: -0.28279 Ha


5.
Entry from the Open Molecules 2025 dataset: a molecular structure, C5H6O2 at a distorted geometry (ωB97M-V/def2-TZVPD).

Each line ends with the Löwdin charge.
Geometry (Å):
C (-1.513, 0.163, 0.350)  0.042
O (-0.317, 0.991, 1.261)  -0.083
C (0.865, 0.871, 0.492)  -0.229
C (1.366, -0.519, 0.233)  -0.174
O (0.289, -1.395, 0.548)  -0.022
C (-0.554, -0.684, -0.386)  -0.309
C (0.600, 0.181, -0.848)  -0.081
H (-2.111, 0.785, -0.359)  0.126
H (-2.250, -0.479, 0.895)  0.130
H (1.588, 1.704, 0.443)  0.158
H (2.378, -0.909, 0.270)  0.147
H (-1.105, -1.329, -1.074)  0.157
H (0.763, 0.621, -1.826)  0.136

Computed properties:
* ΔE to the lowest compared entry with this formula, charge and spin: 384.74 kJ/mol
* HOMO level: -0.33404 Ha